1.
{
  "formula": "C19H20AuClNS2",
  "method": "ωB97M-V/def2-TZVPD",
  "elements": ["Au", "C", "C", "C", "C", "C", "C", "C", "C", "C", "S", "C", "N", "H", "H", "H", "H", "H", "H", "H", "H", "Cl", "C", "C", "C", "C", "C", "C", "C", "H", "H", "H", "H", "H", "H", "C", "S", "C", "H", "H", "H", "H", "H", "H"],
  "coordinates": [[0.949, 1.228, 0.665], [-0.066, -0.957, -1.926], [-0.541, -1.573, -0.643], [-1.314, -2.756, -0.660], [-1.690, -3.321, 0.518], [-1.305, -2.721, 1.736], [-1.647, -3.293, 2.989], [-1.252, -2.714, 4.166], [-0.506, -1.538, 4.136], [-0.156, -0.907, 2.927], [0.700, 0.548, 3.053], [-0.558, -1.534, 1.674], [-0.197, -0.986, 0.492], [-0.432, -1.505, -2.794], [1.027, -0.964, -1.947], [-0.401, 0.082, -1.998], [-1.590, -3.202, -1.607], [-2.279, -4.233, 0.537], [-2.223, -4.212, 2.998], [-1.512, -3.163, 5.116], [-0.190, -1.075, 5.062], [0.766, 3.550, -2.435], [-0.675, 2.638, -2.125], [-1.379, 2.136, -3.200], [-2.511, 1.359, -2.979], [-2.940, 1.087, -1.678], [-2.240, 1.601, -0.611], [-1.090, 2.406, -0.795], [-0.382, 2.926, 0.342], [-1.040, 2.351, -4.206], [-3.061, 0.969, -3.827], [-3.824, 0.483, -1.510], [-2.568, 1.409, 0.406], [-0.939, 2.999, 1.272], [0.316, 3.739, 0.167], [4.517, 0.626, 0.906], [3.160, 0.333, -0.244], [3.626, 1.378, -1.642], [5.370, 0.013, 0.628], [4.176, 0.347, 1.902], [4.788, 1.680, 0.900], [4.049, 2.311, -1.277], [2.723, 1.596, -2.212], [4.344, 0.860, -2.275]],
  "total_charge": 1,
  "total_energy_ha": -2182.78284,
  "homo_ha": [-0.387, -0.420],
  "max_force_ev_per_a": 0.588,
  "e_above_lowest_kcal_mol": 0.0,
  "spin_multiplicity": 3,
  "s_squared": 2.064,
  "gap_ev": [7.211, 5.849]
}

---

2.
{
  "formula": "C19H20BN4O4P",
  "method": "ωB97M-V/def2-TZVPD",
  "elements": ["N", "P", "C", "C", "C", "C", "B", "O", "O", "C", "C", "C", "C", "O", "N", "C", "O", "H", "H", "H", "H", "H", "H", "H", "H", "H", "H", "C", "C", "C", "N", "C", "C", "H", "H", "H", "H", "H", "C", "C", "C", "N", "C", "C", "H", "H", "H", "H", "H"],
  "coordinates": [[3.960, 3.382, -0.228], [3.183, 3.230, -1.574], [1.462, 2.687, -1.474], [0.415, 3.533, -1.846], [-0.926, 3.137, -1.779], [-2.058, 4.037, -2.197], [-3.149, 4.297, -1.065], [-4.444, 4.531, -1.429], [-2.847, 4.304, 0.280], [-1.164, 1.854, -1.308], [-0.133, 1.016, -0.940], [1.189, 1.396, -1.011], [-0.727, -0.285, -0.493], [-0.158, -1.295, -0.215], [-2.103, -0.094, -0.543], [-2.451, 1.144, -1.103], [-3.560, 1.476, -1.395], [3.404, 3.139, 0.583], [3.133, 4.422, -2.326], [3.789, 2.308, -2.454], [0.650, 4.527, -2.202], [-2.512, 3.617, -3.093], [-1.633, 4.992, -2.507], [-4.618, 4.118, -2.281], [-2.450, 5.118, 0.599], [1.973, 0.719, -0.706], [-2.728, -0.552, 0.104], [3.175, -2.085, 2.921], [4.316, -1.317, 2.743], [4.176, -0.028, 2.250], [3.000, 0.514, 1.938], [1.917, -0.238, 2.115], [1.945, -1.536, 2.599], [3.245, -3.096, 3.301], [5.296, -1.708, 2.978], [5.041, 0.607, 2.094], [0.977, 0.234, 1.848], [1.030, -2.100, 2.716], [-1.620, -5.324, -0.704], [-2.048, -6.535, -0.182], [-2.224, -6.634, 1.190], [-2.004, -5.631, 2.037], [-1.593, -4.476, 1.517], [-1.387, -4.267, 0.161], [-1.471, -5.206, -1.770], [-2.240, -7.385, -0.821], [-2.560, -7.563, 1.639], [-1.420, -3.677, 2.230], [-1.052, -3.304, -0.199]],
  "total_energy_ha": -1622.31164,
  "homo_ha": -0.322,
  "max_force_ev_per_a": 1.193,
  "smiles": "N=[PH2]c1cc(CB(O)O)c2c(c1)C(=O)NC2=O.c1ccncc1.c1ccncc1",
  "gap_ev": 7.916
}

---

3.
{
  "formula": "C19H20Br2N",
  "method": "ωB97M-V/def2-TZVPD",
  "elements": ["Br", "C", "C", "C", "C", "C", "C", "C", "C", "C", "C", "C", "Br", "C", "C", "N", "C", "C", "C", "C", "C", "C", "H", "H", "H", "H", "H", "H", "H", "H", "H", "H", "H", "H", "H", "H", "H", "H", "H", "H", "H", "H"],
  "coordinates": [[-6.460, 1.882, 3.743], [-4.924, 1.745, 2.657], [-4.190, 2.894, 2.306], [-3.022, 2.766, 1.548], [-2.550, 1.494, 1.134], [-1.299, 1.358, 0.413], [-0.820, 0.179, -0.038], [0.466, 0.043, -0.797], [0.523, -1.155, -1.760], [1.295, -1.089, -2.922], [1.527, -2.236, -3.691], [0.859, -3.430, -3.370], [1.205, -5.005, -4.365], [-0.004, -3.468, -2.265], [-0.116, -2.349, -1.427], [1.584, -0.086, 0.141], [2.934, -0.367, -0.465], [3.957, 0.275, 0.464], [3.191, 1.130, 1.481], [1.698, 0.989, 1.183], [-3.334, 0.364, 1.458], [-4.503, 0.483, 2.207], [-4.533, 3.871, 2.636], [-2.452, 3.657, 1.274], [-0.736, 2.284, 0.254], [-1.384, -0.746, 0.090], [0.653, 0.982, -1.343], [1.775, -0.146, -3.200], [2.219, -2.208, -4.530], [-0.559, -4.375, -2.040], [-0.704, -2.442, -0.515], [1.386, -0.929, 0.675], [2.949, 0.068, -1.465], [3.033, -1.454, -0.560], [4.618, 0.907, -0.140], [4.579, -0.486, 0.945], [3.407, 0.848, 2.517], [3.465, 2.184, 1.362], [1.098, 0.691, 2.052], [1.266, 1.903, 0.771], [-3.020, -0.626, 1.132], [-5.079, -0.400, 2.451]],
  "total_charge": 1,
  "total_energy_ha": -5938.54035,
  "homo_ha": -0.411,
  "max_force_ev_per_a": 2.008,
  "e_above_lowest_kcal_mol": 0.0,
  "smiles": "Brc1ccc(/C=C/[C@H](c2ccc(Br)cc2)[NH+]2CCCC2)cc1",
  "gap_ev": 8.090
}

---

4.
{
  "formula": "C19H20Cl2NO4S",
  "method": "ωB97M-V/def2-TZVPD",
  "elements": ["C", "C", "Cl", "C", "Cl", "C", "C", "N", "C", "C", "O", "C", "O", "C", "C", "C", "C", "C", "C", "C", "H", "H", "H", "H", "H", "H", "H", "H", "H", "H", "H", "H", "C", "C", "C", "S", "O", "O", "C", "H", "H", "H", "H", "H", "H", "H", "H"],
  "coordinates": [[-4.593, 1.820, 1.235], [-3.935, 1.450, -0.050], [-4.622, 2.137, -1.454], [-2.892, 0.619, -0.159], [-2.246, 0.174, -1.705], [-2.197, -0.028, 0.960], [-1.791, -1.356, 0.838], [-1.138, -1.955, 1.834], [-0.803, -1.330, 2.976], [-1.136, 0.000, 3.134], [-0.713, 0.679, 4.236], [0.635, 1.105, 4.108], [1.354, 1.035, 5.022], [0.983, 1.573, 2.744], [0.559, 2.842, 2.352], [0.818, 3.269, 1.053], [1.435, 2.403, 0.161], [1.831, 1.131, 0.554], [1.638, 0.725, 1.866], [-1.853, 0.634, 2.127], [-5.625, 2.089, 1.045], [-4.119, 2.701, 1.663], [-4.535, 1.028, 1.971], [-2.002, -1.895, -0.069], [-0.858, -2.919, 1.710], [-0.249, -1.884, 3.713], [0.055, 3.477, 3.063], [0.510, 4.260, 0.766], [1.596, 2.718, -0.858], [2.244, 0.418, -0.132], [1.934, -0.258, 2.194], [-2.071, 1.677, 2.273], [2.319, -1.152, -4.333], [1.946, -2.641, -4.335], [2.328, -3.212, -2.962], [2.213, -1.841, -1.809], [3.525, -1.551, -1.289], [1.098, -2.042, -0.908], [1.787, -0.591, -3.017], [1.895, -0.627, -5.187], [3.404, -1.039, -4.373], [0.872, -2.749, -4.494], [2.450, -3.181, -5.134], [1.656, -4.001, -2.634], [3.356, -3.568, -2.940], [2.239, 0.356, -2.728], [0.700, -0.502, -3.029]],
  "total_charge": 1,
  "total_energy_ha": -2410.04973,
  "homo_ha": -0.455,
  "max_force_ev_per_a": 1.588,
  "gap_ev": 8.110
}

---

5.
{
  "formula": "C19H20ClN2O6PReS3",
  "method": "ωB97M-V/def2-TZVPD",
  "elements": ["Re", "S", "C", "C", "C", "C", "N", "C", "C", "C", "S", "C", "N", "H", "H", "C", "S", "O", "O", "O", "H", "H", "H", "C", "O", "P", "O", "C", "O", "C", "H", "H", "H", "H", "H", "H", "H", "H", "H", "Cl", "C", "C", "C", "C", "C", "C", "C", "H", "H", "H", "H", "H", "H"],
  "coordinates": [[0.562, 1.227, 0.907], [1.619, 2.683, -0.600], [0.753, 2.391, -2.098], [1.290, 2.851, -3.295], [0.643, 2.618, -4.499], [1.234, 3.087, -5.721], [1.707, 3.468, -6.696], [-0.574, 1.914, -4.513], [-1.116, 1.462, -3.319], [-0.463, 1.692, -2.116], [-1.171, 1.078, -0.628], [-1.259, 1.647, -5.745], [-1.805, 1.425, -6.732], [2.230, 3.387, -3.291], [-2.048, 0.912, -3.331], [1.029, 2.797, 4.648], [1.293, 3.053, 2.929], [1.965, 1.780, 2.423], [2.091, 4.221, 2.771], [-0.019, 3.031, 2.252], [2.006, 2.715, 5.118], [0.432, 1.899, 4.784], [0.502, 3.672, 5.021], [-1.925, -0.037, 4.840], [-1.272, 0.583, 3.718], [-0.731, -0.291, 2.493], [0.055, -1.513, 3.133], [1.445, -1.438, 3.497], [-1.978, -1.117, 1.978], [-3.195, -0.456, 1.585], [-2.604, -0.823, 4.514], [-2.480, 0.748, 5.346], [-1.182, -0.460, 5.515], [1.985, -2.177, 2.909], [1.522, -1.683, 4.554], [1.861, -0.447, 3.317], [-3.555, -0.960, 0.693], [-3.030, 0.598, 1.362], [-3.923, -0.551, 2.389], [-0.460, -2.478, -0.522], [0.593, -1.676, -1.656], [0.418, -1.947, -3.003], [1.233, -1.329, -3.938], [2.229, -0.463, -3.509], [2.389, -0.207, -2.157], [1.563, -0.788, -1.194], [1.714, -0.439, 0.256], [-0.355, -2.639, -3.309], [1.097, -1.532, -4.991], [2.882, 0.014, -4.228], [3.160, 0.477, -1.825], [2.748, -0.138, 0.454], [1.499, -1.310, 0.879]],
  "total_energy_ha": -3371.44533,
  "homo_ha": [-0.294, -0.320],
  "max_force_ev_per_a": 0.376,
  "e_above_lowest_kcal_mol": 0.0,
  "spin_multiplicity": 4,
  "s_squared": 3.775,
  "gap_ev": [7.927, 6.889]
}

---

6.
{
  "formula": "C19H20CuN3OS2Se4",
  "method": "ωB97M-V/def2-TZVPD",
  "elements": ["Cu", "C", "C", "N", "C", "C", "C", "S", "N", "C", "O", "C", "C", "C", "C", "C", "C", "H", "H", "H", "H", "H", "H", "H", "H", "H", "H", "H", "H", "H", "H", "H", "Se", "Se", "Se", "Se", "S", "C", "N", "C", "C", "C", "C", "C", "C", "H", "H", "H", "H", "H"],
  "coordinates": [[-2.005, -1.426, -1.721], [-1.795, 4.028, 0.605], [-2.629, 2.929, 1.253], [-1.863, 1.755, 1.626], [-1.272, 1.724, 2.955], [0.209, 2.088, 2.994], [-1.613, 0.730, 0.734], [-2.289, 0.833, -0.833], [-0.893, -0.255, 1.282], [-0.362, -1.258, 0.557], [-0.154, -1.318, -0.657], [0.095, -2.448, 1.385], [0.364, -3.636, 0.713], [0.794, -4.750, 1.420], [0.970, -4.680, 2.796], [0.701, -3.495, 3.469], [0.255, -2.383, 2.763], [-2.430, 4.869, 0.310], [-1.309, 3.635, -0.289], [-1.027, 4.404, 1.285], [-3.408, 2.613, 0.561], [-3.114, 3.306, 2.159], [-1.404, 0.723, 3.365], [-1.842, 2.424, 3.571], [0.768, 1.416, 2.344], [0.598, 1.989, 4.012], [0.379, 3.115, 2.662], [0.206, -3.666, -0.359], [0.984, -5.677, 0.893], [1.306, -5.552, 3.347], [0.831, -3.438, 4.544], [0.025, -1.453, 3.266], [-1.180, -2.719, -3.688], [-3.098, -3.964, -4.224], [-3.874, -4.615, -2.114], [-4.140, -2.556, -1.017], [0.571, 2.910, -3.661], [-0.306, 1.391, -3.597], [0.373, 0.354, -3.303], [1.700, 0.693, -3.082], [2.683, -0.218, -2.697], [3.967, 0.244, -2.495], [4.280, 1.601, -2.669], [3.312, 2.513, -3.038], [2.012, 2.048, -3.240], [-1.372, 1.369, -3.784], [2.402, -1.254, -2.557], [4.743, -0.447, -2.189], [5.295, 1.940, -2.499], [3.556, 3.561, -3.160]],
  "total_charge": -2,
  "total_energy_ha": -13018.27678,
  "homo_ha": -0.011,
  "max_force_ev_per_a": 0.771,
  "gap_ev": 4.312
}

---

7.
{
  "formula": "C19H20F2N2S2",
  "method": "ωB97M-V/def2-TZVPD",
  "elements": ["C", "N", "C", "C", "N", "C", "S", "S", "C", "C", "C", "C", "C", "F", "C", "C", "C", "C", "C", "C", "F", "C", "C", "C", "C", "H", "H", "H", "H", "H", "H", "H", "H", "H", "H", "H", "H", "H", "H", "H", "H", "H", "H", "H", "H"],
  "coordinates": [[-5.172, 1.159, -1.670], [-3.759, 1.237, -1.367], [-3.096, 2.266, -2.101], [-1.645, 2.442, -1.678], [-0.940, 1.147, -1.579], [0.427, 1.228, -1.298], [1.232, 2.675, -1.224], [1.291, -0.308, -1.133], [2.236, -0.131, 0.468], [3.352, -1.197, 0.595], [3.113, -2.551, 0.876], [4.068, -3.544, 0.579], [5.343, -3.128, 0.205], [6.255, -4.069, -0.215], [5.705, -1.782, 0.229], [4.706, -0.830, 0.459], [1.119, -0.102, 1.502], [0.318, -1.226, 1.736], [-0.888, -1.121, 2.440], [-1.288, 0.153, 2.833], [-2.591, 0.339, 3.231], [-0.436, 1.255, 2.789], [0.802, 1.089, 2.169], [-1.671, 0.066, -0.930], [-3.091, -0.029, -1.448], [-5.604, 2.142, -1.504], [-5.403, 0.855, -2.702], [-5.636, 0.448, -0.991], [-3.112, 2.097, -3.199], [-3.637, 3.195, -1.895], [-1.644, 3.006, -0.724], [-1.138, 3.043, -2.451], [2.719, 0.856, 0.380], [2.196, -2.879, 1.366], [3.814, -4.606, 0.630], [6.731, -1.484, 0.029], [4.964, 0.229, 0.539], [0.603, -2.210, 1.368], [-1.518, -1.997, 2.617], [-0.740, 2.215, 3.195], [1.541, 1.898, 2.153], [-1.713, 0.205, 0.166], [-1.140, -0.865, -1.160], [-3.624, -0.738, -0.803], [-3.051, -0.451, -2.481]],
  "total_energy_ha": -1841.58726,
  "homo_ha": -0.305,
  "max_force_ev_per_a": 1.852,
  "e_above_lowest_kcal_mol": 0.0,
  "smiles": "CN1CCN(C(=S)SC(c2ccc(F)cc2)c2ccc(F)cc2)CC1",
  "gap_ev": 8.366
}

---

8.
{
  "formula": "C19H20FeNO5",
  "method": "ωB97M-V/def2-TZVPD",
  "elements": ["Fe", "O", "C", "O", "C", "C", "C", "C", "C", "N", "C", "O", "O", "H", "H", "H", "C", "C", "C", "C", "C", "C", "C", "C", "C", "C", "C", "C", "O", "H", "H", "H", "H", "H", "H", "H", "H", "H", "H", "H", "H", "H", "H", "H", "H", "H"],
  "coordinates": [[-0.132, 0.634, -0.958], [1.591, 3.998, -2.807], [1.177, 2.897, -2.499], [0.258, 2.588, -1.656], [1.754, 1.651, -3.192], [2.435, 1.648, -4.397], [2.726, 0.418, -4.976], [2.291, -0.756, -4.369], [1.610, -0.650, -3.169], [1.407, 0.525, -2.595], [0.873, -1.790, -2.458], [1.151, -2.946, -2.709], [-0.026, -1.343, -1.651], [2.696, 2.589, -4.861], [3.259, 0.372, -5.918], [2.437, -1.732, -4.808], [-2.655, -0.035, -0.895], [-3.038, 0.351, 0.551], [-3.004, 1.873, 0.752], [-2.221, -0.422, 1.567], [-2.824, -1.417, 2.295], [-2.118, -2.144, 3.259], [-0.774, -1.866, 3.511], [-0.093, -0.912, 2.793], [1.390, -0.723, 3.010], [2.185, -1.227, 1.794], [1.766, 0.720, 3.373], [-0.814, -0.179, 1.774], [-0.193, 0.633, 1.024], [-3.543, -0.080, -1.524], [-2.160, -1.006, -0.946], [-2.009, 0.726, -1.364], [-4.070, 0.037, 0.713], [-2.014, 2.286, 0.568], [-3.294, 2.131, 1.771], [-3.705, 2.345, 0.064], [-3.871, -1.633, 2.120], [-2.614, -2.936, 3.805], [-0.246, -2.429, 4.270], [1.653, -1.359, 3.859], [1.991, -0.613, 0.917], [1.919, -2.256, 1.552], [3.252, -1.189, 2.010], [1.624, 1.385, 2.525], [2.813, 0.757, 3.672], [1.160, 1.081, 4.206]],
  "total_energy_ha": -2430.72261,
  "homo_ha": [-0.332, -0.334],
  "max_force_ev_per_a": 2.740,
  "e_above_lowest_kcal_mol": 0.0,
  "spin_multiplicity": 6,
  "s_squared": 8.793,
  "gap_ev": [9.362, 5.780]
}